No. 1
Formula: C24H38F3N7O2PPt
Source: OMol25
Level of theory: ωB97M-V with the def2-TZVPD basis set

Net charge ... +1
Energy ... -60716.3250 eV

Positions of all 76 atoms, in Å:
H1 -0.06402 1.53248 -2.23942
H2 -3.06907 2.47710 1.15459
C1 -3.13368 3.30567 0.45211
H3 3.16793 -2.03939 2.01678
H4 4.13440 -0.50906 0.60134
N1 -2.66250 -0.79486 2.67941
H5 0.99794 -0.56069 -3.06177
N2 -4.24636 2.99852 -0.43560
H6 2.85837 -4.71784 2.39319
C2 0.80656 -4.36778 1.67588
N3 2.17636 0.26273 0.20548
H7 3.30558 1.00362 2.72666
H8 -1.45792 5.48988 0.25212
H9 1.02263 -4.94784 0.77570
H10 3.17110 -3.12408 0.61930
C3 0.45331 3.57720 -1.77072
H11 -0.53435 -3.11084 0.46368
C4 2.11186 -3.92757 2.34068
C5 3.64632 0.32593 0.09145
Pt1 -2.11401 0.19214 -0.12841
H12 -4.60526 3.73676 -1.01921
C6 2.57164 -2.76437 1.46229
C7 -2.37243 -0.52041 -1.92941
H13 -2.91815 -1.48849 4.66420
C8 1.69433 1.15268 1.28943
H14 0.48778 -3.12965 -1.88032
H15 -3.35270 4.21398 1.01148
H16 2.81836 -3.91306 -3.47335
H17 -5.46991 1.76929 -2.62144
C9 -1.10953 4.63168 -0.30958
O1 -4.29104 0.74888 -0.05089
H18 -6.61742 2.40547 -1.42938
C10 -5.86038 1.64232 -1.60981
C11 2.97777 1.67908 1.93304
H19 3.75681 -1.74826 -3.55549
H20 -1.31666 0.66649 5.23094
C12 -2.47336 -0.75641 4.01038
H21 2.48547 -1.45417 -4.75097
H22 0.17618 -4.96757 2.33037
H23 5.01790 1.68794 1.10739
C13 3.98065 1.64320 0.78041
H24 -6.30101 0.65378 -1.53246
P1 1.24137 -1.02464 -0.16736
C14 -4.72490 1.75809 -0.63654
H25 -3.21575 -1.44055 2.13990
F1 -3.57711 -0.23952 -2.47317
F2 -1.44946 -0.17336 -2.86064
H26 -0.83517 1.76614 2.75828
H27 3.95858 0.30633 -0.95112
C15 2.01155 -0.80863 -2.72534
N4 1.30644 -2.16474 0.99761
C16 -1.42267 0.89717 3.01216
C17 -0.32918 2.43146 -1.70003
H28 2.84740 2.67298 2.35891
H29 1.24797 -3.35787 -4.03962
O2 -0.18276 -0.61126 -0.33622
F3 -2.30658 -1.87313 -1.83426
H30 1.06380 0.61033 1.99669
C18 0.05934 4.69299 -1.05740
H31 1.09834 1.96493 0.86109
N5 -1.44376 2.36495 -0.97065
H32 2.56113 0.11552 -2.55366
C19 -1.82836 3.44956 -0.29020
H33 2.02944 -3.73786 -1.26014
H34 1.90978 -3.57488 3.35411
H35 -0.40074 -2.63568 2.15919
N6 1.96919 -1.63321 -1.49851
C20 -1.66945 0.32848 4.27150
C21 1.57396 -3.00113 -1.92007
H36 1.34532 3.58484 -2.38311
C22 2.07793 -3.12179 -3.37589
N7 -2.03007 0.20528 2.05727
C23 0.15262 -3.04082 1.30620
H37 0.64211 5.60482 -1.08844
C24 2.67880 -1.74619 -3.72019
H38 3.79141 2.47690 0.09959

Atom charges from the Mulliken analysis, given in e for atoms 1 to 8: atom 1 (H): 0.180, atom 2 (H): 0.137, atom 3 (C): -1.089, atom 4 (H): 0.174, atom 5 (H): 0.266, atom 6 (N): 0.030, atom 7 (H): -0.072, atom 8 (N): -0.017

No. 2
Formula: C6H8NaO6
Source: OMol25
Level of theory: ωB97M-V with the def2-TZVPD basis set

Net charge ... -1
Energy ... -23053.0316 eV
Energy relative to the best compared isomer or geometry (same formula, charge and spin) ... 72.8 kJ/mol

Positions of all 21 atoms, in Å:
C1 -6.51763 -2.27866 -0.30655
H1 0.40720 -0.93169 1.26409
H2 -5.40126 -3.23938 -1.90226
C2 -5.56926 -2.22716 -1.50396
H3 -6.59189 -1.23666 0.08433
O1 -4.30051 -1.62084 -1.19763
H4 -2.54580 -0.25202 1.31213
O2 -3.33199 -3.55126 -0.61049
H5 -5.99523 -1.59737 -2.29740
C3 -1.54909 -1.33124 -1.10099
H6 -0.96721 -1.96019 1.79185
H7 -7.51776 -2.49331 -0.75451
C4 -0.61200 -1.26180 1.02168
O3 -1.26810 -1.38415 -2.32283
O4 -1.74882 -0.04062 -0.58735
H8 -1.16248 0.87832 1.15202
O5 -0.59347 -1.90198 -0.24379
C5 -3.23190 -2.34581 -0.85525
Na1 -4.85315 -4.64777 0.55615
O6 -6.16493 -3.18036 0.66237
C6 -1.57685 -0.07957 0.81736

Atom charges from the Mulliken analysis, given in e for atoms 1 to 8: atom 1 (C): -0.445, atom 2 (H): 0.280, atom 3 (H): 0.302, atom 4 (C): -0.510, atom 5 (H): 0.225, atom 6 (O): -0.263, atom 7 (H): 0.203, atom 8 (O): -0.799

No. 3
Formula: C9H20Br
Source: OMol25
Level of theory: ωB97M-V with the def2-TZVPD basis set

Net charge ... 0
Spin multiplicity ... 2
Energy ... -79699.1003 eV

Positions of all 30 atoms, in Å:
H1 -1.00744 0.76787 -1.02205
C1 -3.13571 1.13179 0.68308
H2 2.09276 0.95976 1.57110
C2 1.73189 -0.05232 -0.34712
H3 -2.83982 1.95863 1.31508
H4 2.76486 0.63930 -2.11184
H5 3.12181 1.59157 0.20923
H6 -2.66815 -0.81439 -1.21377
C3 -2.64287 -1.13902 -0.16377
Br1 1.34254 -0.82928 3.30104
H7 -4.11567 0.81687 1.03007
H8 3.63818 -1.15991 -0.71119
H9 -3.23815 1.49928 -0.33554
H10 -2.02804 -2.04633 -0.12033
H11 -3.65868 -1.44895 0.10266
C4 -0.81520 0.51424 0.03152
H12 1.39019 1.93044 0.31501
H13 0.08734 -1.39247 -0.49470
C5 2.62501 -1.30630 -0.29967
H14 -0.53113 1.46882 0.48168
C6 0.30705 -0.50607 0.10631
C7 2.14738 1.15570 0.49275
C8 1.74421 0.39937 -1.79216
H15 2.15864 -2.05336 -0.95687
H16 2.67873 -1.77411 0.69011
H17 1.12510 1.28341 -1.89215
H18 -1.92982 -0.34600 1.70967
H19 1.34298 -0.39761 -2.41293
H20 0.43927 -0.87254 1.15562
C9 -2.12725 0.02163 0.67916

Atom charges from the Mulliken analysis, given in e for atoms 1 to 8: atom 1 (H): 0.250, atom 2 (C): -1.621, atom 3 (H): 0.101, atom 4 (C): 2.195, atom 5 (H): 0.380, atom 6 (H): 0.520, atom 7 (H): 0.413, atom 8 (H): 0.290

No. 4
Formula: C30H46N9O6P2Ti
Source: OMol25
Level of theory: ωB97M-V with the def2-TZVPD basis set

Net charge ... +1
Spin multiplicity ... 3
Energy ... -99248.6056 eV

Positions of all 94 atoms, in Å:
N1 -0.06858 -1.38727 -2.45084
H1 2.34589 -4.03024 -1.07394
H2 4.56374 -3.77878 -0.02337
N2 -0.43776 2.52482 1.08930
H3 5.32106 -0.57275 -1.87227
C1 0.18387 -2.65840 -3.14329
O1 2.29408 -1.34528 -1.47670
H4 -0.36830 -0.27060 3.79002
C2 -0.43147 3.35604 2.15316
H5 -0.48583 -3.42608 -2.75221
C3 5.09748 -2.99536 -0.55545
N3 0.95369 1.68914 3.10553
H6 -1.34655 -0.55243 -3.93613
H7 1.62060 0.68673 -5.26453
H8 2.71873 3.64849 -0.50245
H9 -2.74610 -0.20971 4.44425
O2 2.67194 -0.22561 0.77432
N4 2.57931 2.47880 1.18557
H10 -6.21448 -1.94305 -1.63258
H11 -6.40438 -3.07891 2.12857
H12 -5.23149 -0.61220 -2.24711
P1 1.10487 -0.37614 -1.94288
H13 -0.01212 -2.55948 -4.21355
Ti1 0.92702 0.99181 1.25684
H14 2.28547 -1.98630 2.62620
H15 -2.87244 5.51604 1.31815
H16 2.14167 2.13337 -1.94300
O3 2.61489 0.18984 3.74648
H17 4.96119 1.89881 3.46687
H18 1.20675 -2.98983 -3.00382
C4 -1.31199 2.78139 0.10750
H19 0.73126 -3.67543 -0.42516
C5 -1.27126 4.43671 2.26846
H20 -6.48807 -1.31507 1.98268
O4 -3.76910 0.74470 -0.90090
C6 1.79360 -2.76274 2.04295
H21 -7.27840 -2.34667 0.78321
O5 0.64616 0.50513 -0.82754
H22 6.25811 3.35336 1.88067
N5 -0.73127 -0.22830 1.75862
N6 -4.93572 -1.09171 -0.25125
H23 -1.30982 2.10083 -0.73044
H24 -4.25406 -2.35159 1.26377
C7 -1.69057 -0.32531 0.83002
P2 2.94647 -1.47534 0.02743
C8 -2.18595 4.68042 1.25351
C9 -3.44727 -0.18587 2.40985
H25 -5.09883 -3.15197 -0.03833
C10 -1.32959 -0.74191 -2.85901
C11 4.58113 3.61040 0.56505
H26 -2.90565 3.97724 -0.65441
H27 1.79903 -4.82422 0.39906
H28 6.13522 -3.01102 -0.22392
C12 0.65228 3.02951 3.15408
O6 1.17953 3.87787 3.83594
C13 4.51646 2.29904 2.56489
H29 1.20168 -0.91792 -4.67386
H30 0.72244 -2.55857 2.01955
C14 -1.14267 -0.25109 3.04426
C15 -2.47716 -0.22178 3.39671
C16 2.38986 1.74539 -2.92293
H31 -4.49866 -0.10486 2.66757
H32 4.80641 0.39362 -0.46777
C17 5.22150 3.10378 1.68486
C18 1.85126 -0.06118 -4.50698
N7 2.34291 -2.83244 0.67313
H33 -2.16496 -1.39647 -2.60882
C19 -5.11047 -2.27051 0.60534
C20 5.27029 -0.53977 -0.78042
C21 -2.20338 3.84003 0.15775
C22 -5.82928 -0.94962 -1.40392
C23 -6.39747 -2.24818 1.42027
H34 1.96341 -3.72495 2.52736
C24 -6.96147 0.03882 -1.16505
H35 5.08971 4.26693 -0.12914
H36 5.07633 -3.20277 -1.63056
C25 3.25971 3.26716 0.35369
C26 1.76982 -3.88954 -0.16018
C27 2.26562 1.21806 3.16584
N8 1.63136 0.51752 -3.18309
H37 -7.60992 0.08182 -2.04209
H38 3.46771 1.56713 -2.97608
C28 -3.04271 -0.28611 1.08960
H39 2.12436 2.49366 -3.66938
N9 4.52524 -1.68537 -0.24702
H40 -7.57034 -0.24474 -0.30560
H41 2.88950 -0.37886 -4.63834
H42 -1.35311 -0.40553 -0.19146
H43 -6.55564 1.03617 -0.99254
C29 -3.95994 -0.16627 -0.09850
H44 -1.19361 5.06356 3.14772
H45 -1.47775 0.20492 -2.33903
H46 6.28464 -0.55985 -0.38442
C30 3.19032 2.03287 2.29569

Atom charges from the Mulliken analysis, given in e for atoms 1 to 8: atom 1 (N): 0.699, atom 2 (H): 0.333, atom 3 (H): 0.307, atom 4 (N): 1.018, atom 5 (H): 0.266, atom 6 (C): -1.114, atom 7 (O): -0.316, atom 8 (H): 0.555